Entry from the OMol25 dataset: a cluster of 2 separate species, C5H9N2 in total in a non-equilibrium geometry (ωB97M-V with the def2-TZVPD basis set).

As for the energy relative to the best compared isomer or geometry (same formula, charge and spin): 248.02 kcal/mol. Its multiplicity is 1. Its total charge is +1. The electronic energy comes out at -8294.9771 eV. The value obtained for the HOMO energy (alpha / beta) is -13.6896 / -13.0156 eV.

Positions of all 16 atoms, in Å:
C 2.46589 -0.07591 0.66653
C 2.39942 0.01234 -0.65842
C -0.91664 1.25788 0.69719
C -0.66794 1.46465 -0.75613
C -0.56618 -1.83754 0.00548
N 0.39369 1.41088 0.15730
N 1.14526 0.26077 0.06532
H 2.81834 -0.48042 1.53016
H 2.58918 -0.01523 -1.64659
H -1.35801 2.10495 1.19717
H -1.09219 0.20700 1.26710
H -0.67051 0.64874 -1.51342
H -0.92398 2.49553 -1.03505
H 0.07134 -2.31836 -0.58354
H -0.48736 -2.27819 1.05208
H -1.18997 -1.09264 -0.38744

=====

Entry from the OMol25 dataset: the ion C5H9N2 with charge +1 in a non-equilibrium geometry (ωB97M-V with the def2-TZVPD basis set).

Its SMILES is CN1C(=[NH2+])C12CC2. As for the energy relative to the best compared isomer or geometry (same formula, charge and spin): 113.60 kcal/mol. Its multiplicity is 1. Its total charge is +1. The electronic energy comes out at -8300.8063 eV. The value obtained for the HOMO energy is -13.8637 eV.

Positions of all 16 atoms, in Å:
C -0.15063 0.27508 -2.13702
N -0.21994 -0.14883 -0.76843
C -0.63174 -1.05181 0.09365
N -1.14692 -2.22067 0.34647
C 0.10346 0.19069 0.56840
C -0.08226 1.35100 1.54490
C 1.27354 0.59238 1.45226
H -1.18265 0.49350 -2.54674
H 0.49525 1.19298 -2.19691
H 0.16397 -0.41238 -2.91210
H -0.98806 -2.61238 1.18599
H -1.61365 -2.69511 -0.46196
H -0.57268 1.13588 2.50761
H -0.12437 2.40189 1.06744
H 2.15527 1.12482 0.83838
H 1.65011 -0.12943 2.26273

=====

Entry from the OMol25 dataset: the ion C5H9N2 with charge +1 in a non-equilibrium geometry (ωB97M-V with the def2-TZVPD basis set).

Its SMILES is C[C@H]1C[C@@H]1C[N+]#N. As for the energy relative to the best compared isomer or geometry (same formula, charge and spin): 152.07 kcal/mol. Its multiplicity is 1. Its total charge is +1. The electronic energy comes out at -8299.1379 eV. The value obtained for the HOMO energy is -14.8488 eV.

Positions of all 16 atoms, in Å:
C -2.12579 -0.17429 -0.10781
C -0.76242 -0.12556 0.55465
C 0.31522 -1.10767 -0.09357
C 0.31390 0.39670 -0.35337
C 1.59764 1.16485 -0.01977
N 2.48522 0.17545 0.17898
N 2.37486 -0.92975 0.29373
H -2.46845 0.91480 0.06338
H -2.91424 -0.77601 0.45549
H -2.07171 -0.44982 -1.13188
H -0.75147 -0.08015 1.66876
H -0.00323 -1.79245 -0.86373
H 1.12560 -1.55091 0.62949
H -0.16445 0.77035 -1.35075
H 1.75505 1.89797 -0.78944
H 1.29423 1.66649 0.86583

=====

Entry from the OMol25 dataset: the ion C5H9N2 with charge +1 in a non-equilibrium geometry (ωB97M-V with the def2-TZVPD basis set).

As for the energy relative to the best compared isomer or geometry (same formula, charge and spin): 149.13 kcal/mol. Its multiplicity is 1. Its total charge is +1. The electronic energy comes out at -8299.2652 eV. The value obtained for the HOMO energy is -13.1139 eV.

Positions of all 16 atoms, in Å:
C 0.09584 0.69109 -1.77598
C -0.59737 -1.08696 0.54391
C 0.84418 0.69574 -0.49865
C 0.67644 -0.27678 0.45933
C -0.67329 1.37603 -0.25918
N 1.47338 -0.34068 1.49794
N -1.58147 0.01520 0.11324
H 0.33927 1.43414 -2.49463
H -0.27216 -0.21617 -2.02905
H -0.61005 -1.91083 -0.26939
H -0.78517 -1.25166 1.51750
H 1.62952 1.38694 -0.44647
H 1.62362 -1.13252 2.05133
H 2.24778 0.31328 1.65844
H -2.09193 -0.09653 -0.76062
H -2.31859 0.39971 0.69227

=====

Entry from the OMol25 dataset: the ion C5H9N2 with charge +1 in a non-equilibrium geometry (ωB97M-V with the def2-TZVPD basis set).

As for the energy relative to the best compared isomer or geometry (same formula, charge and spin): 151.92 kcal/mol. Its multiplicity is 1. Its total charge is +1. The electronic energy comes out at -8299.1442 eV. The value obtained for the HOMO energy is -11.6082 eV.

Positions of all 16 atoms, in Å:
C 0.46133 1.38337 -0.16833
C 0.24607 -1.29920 -0.13717
C -1.56884 0.07581 0.76890
C -1.16908 -0.62694 -0.39609
C 1.75546 -0.55471 0.34856
N -0.79428 0.77239 -0.30043
N 1.65683 0.72755 -0.00473
H 0.45393 2.43167 -0.48859
H 0.00321 -2.19023 0.32087
H 0.48225 -1.71683 -1.10463
H -2.56728 0.63992 0.88593
H -1.09679 -0.03784 1.72106
H -1.67589 -1.16245 -1.21034
H 2.68903 -1.06006 0.29808
H -1.42583 1.43553 -0.72293
H 2.54990 1.18203 0.18983

=====

Entry from the OMol25 dataset: the ion C5H9N2 with charge +1 in a non-equilibrium geometry (ωB97M-V with the def2-TZVPD basis set).

Its SMILES is CC1=[NH+][C@@H](C)N=C1. As for the energy relative to the best compared isomer or geometry (same formula, charge and spin): 76.81 kcal/mol. Its multiplicity is 1. Its total charge is +1. The electronic energy comes out at -8302.4014 eV. The value obtained for the HOMO energy is -15.7816 eV.

Positions of all 16 atoms, in Å:
C 2.40170 -0.05997 0.26379
C 1.06705 0.08667 -0.29383
N -0.02679 -0.83172 0.01815
C -1.22284 -0.18271 -0.49302
C -2.27357 -0.19558 0.63957
N -0.81455 0.90094 -1.12051
C 0.41744 1.18793 -0.92296
H 2.37552 -0.45407 1.26865
H 2.86510 0.94825 0.18546
H 2.89966 -0.71821 -0.42578
H 0.30425 -1.45859 0.70298
H -1.59841 -0.87051 -1.16484
H -2.08840 0.74912 1.12945
H -1.88505 -0.90449 1.33111
H -3.26030 -0.30798 0.24421
H 0.83918 2.11093 -1.36243